No. 1
# C4H9NO3

The molecule C4H9NO3 (ωB97M-V with the def2-TZVPD basis set, OMol25).

Positions of all 17 atoms, in Å:
C1 1.743 -0.920 -0.645
C2 0.431 -0.127 -0.465
C3 0.590 1.176 0.311
O1 -0.554 1.952 0.567
C4 -0.530 -0.945 0.491
O2 -0.045 -1.357 1.549
N1 -1.872 -0.932 0.226
O3 -2.215 -0.302 -0.935
H1 2.066 -1.028 0.414
H2 2.385 -0.107 -1.178
H3 1.759 -1.905 -1.151
H4 -0.177 0.099 -1.300
H5 1.184 1.840 -0.303
H6 1.165 0.980 1.212
H7 -1.276 1.562 1.086
H8 -2.467 -0.652 0.977
H9 -2.186 0.666 -0.856

Calculated values
LUMO   0.42 eV
Relative energy (zero: lowest compared OMol25 entry of this formula, charge and spin)   79.1 kcal per mole
Total charge   0

No. 2
# C4H9NO3

A structure of composition C4H9NO3 (ωB97M-V with the def2-TZVPD basis set, OMol25).

Positions of all 17 atoms, in Å:
O1 -0.527 -2.065 -1.213
C1 0.303 -1.190 -1.463
O2 1.561 -1.364 -2.064
C2 0.189 0.183 -0.787
C3 0.274 -0.264 0.687
C4 0.157 0.683 1.868
O3 -0.387 1.952 1.521
N1 -1.127 0.833 -1.003
H1 1.332 -1.770 -1.040
H2 1.076 0.774 -1.015
H3 1.181 -0.906 0.782
H4 -0.483 -1.041 0.738
H5 1.074 0.871 2.380
H6 -0.473 0.186 2.633
H7 -1.049 1.852 0.822
H8 -1.818 0.059 -0.919
H9 -1.282 1.206 -1.926

Calculated values
LUMO   0.40 eV
Relative energy (zero: lowest compared OMol25 entry of this formula, charge and spin)   94.2 kcal per mole
Total charge   0

No. 3
# C4H9NO3

A cluster of 2 separate species, C4H9NO3 in total (ωB97M-V with the def2-TZVPD basis set, OMol25).

Positions of all 17 atoms, in Å:
C1 1.928 0.055 0.854
C2 1.020 0.302 -0.313
C3 1.428 0.406 -1.570
O1 -0.955 -1.107 0.459
H1 -1.027 -1.078 1.427
H2 1.781 0.809 1.628
H3 2.972 0.074 0.541
H4 1.718 -0.922 1.299
H5 2.476 0.313 -1.824
H6 0.727 0.588 -2.372
C4 -0.470 0.440 0.002
N1 -2.759 -0.977 -0.113
O2 -0.626 1.181 1.185
O3 -1.267 0.723 -0.953
H7 -1.522 1.545 1.152
H8 -2.612 -1.936 -0.433
H9 -2.811 -0.418 -0.967

Calculated values
LUMO (alpha / beta)   -1.59 / -1.59 eV
Relative energy (zero: lowest compared OMol25 entry of this formula, charge and spin)   132.9 kcal per mole
Total charge   0

No. 4
# C4H9NO3

The molecule C4H9NO3 (ωB97M-V with the def2-TZVPD basis set, OMol25).

Positions of all 17 atoms, in Å:
O1 1.892 1.644 -2.030
C1 0.930 1.354 -1.334
N1 0.577 0.001 -1.240
C2 -0.486 -0.606 -0.354
C3 0.464 -1.173 0.728
O2 1.145 0.035 1.508
C4 -1.710 0.188 0.045
O3 -1.449 0.852 1.264
H1 0.385 2.048 -0.573
H2 1.110 -0.720 -1.781
H3 -0.931 -1.545 -0.822
H4 -0.016 -1.530 1.714
H5 1.324 -1.719 0.062
H6 2.043 0.090 1.561
H7 -1.995 1.068 -0.651
H8 -2.619 -0.455 0.131
H9 -0.663 0.467 1.772

Calculated values
LUMO   0.51 eV
Relative energy (zero: lowest compared OMol25 entry of this formula, charge and spin)   83.8 kcal per mole
Total charge   0

No. 5
# C4H9NO3

The molecule C4H9NO3 (ωB97M-V with the def2-TZVPD basis set, OMol25).

Positions of all 17 atoms, in Å:
N1 1.527 0.257 0.880
C1 0.072 -0.067 1.062
C2 -0.425 -1.491 0.713
O1 -0.187 -2.120 -0.579
C3 -0.762 1.079 0.206
C4 -0.221 1.328 -1.166
O2 -0.212 2.376 -1.726
O3 0.297 0.209 -1.800
H1 2.248 -0.537 0.818
H2 1.706 0.836 0.111
H3 -0.230 0.235 2.068
H4 -0.056 -2.286 1.405
H5 -1.502 -1.478 0.874
H6 -0.082 -1.420 -1.244
H7 -1.831 0.684 0.281
H8 -1.064 1.969 0.759
H9 0.721 0.426 -2.662

Calculated values
LUMO   0.52 eV
Relative energy (zero: lowest compared OMol25 entry of this formula, charge and spin)   45.6 kcal per mole
Total charge   0

No. 6
# C4H9NO3P

A cluster of 2 separate species, C4H9NO3P in total (ωB97M-V with the def2-TZVPD basis set, OMol25).

Positions of all 18 atoms, in Å:
C1 0.085 -1.186 -0.876
C2 1.428 -1.105 -0.239
C3 0.416 -1.911 0.452
C4 -0.388 -1.376 1.627
N1 -0.757 -2.236 2.470
O1 -1.376 1.576 -0.986
O2 -0.594 3.780 0.149
O3 0.684 2.719 -1.785
P1 -0.108 2.227 -0.427
H1 -0.402 -0.218 -0.766
H2 -0.264 -1.905 -1.657
H3 2.163 -1.752 -0.796
H4 1.885 -0.131 0.228
H5 0.602 -2.989 0.244
H6 -0.577 -0.268 1.489
H7 -1.519 3.597 0.083
H8 0.052 3.213 -2.490
H9 -1.330 -2.034 3.281

Calculated values
LUMO   4.06 eV
Relative energy (zero: lowest compared OMol25 entry of this formula, charge and spin)   64.7 kcal per mole
Total charge   -1